(1)
{"formula": "C8H12N4", "method": "ωB97M-V/def2-TZVPD", "symbols": ["C", "C", "C", "C", "N", "N", "H", "H", "H", "H", "H", "H", "C", "C", "C", "C", "N", "N", "H", "H", "H", "H", "H", "H"], "xyz": [[3.583469, 1.421729, -1.213984], [0.456489, 2.546449, -0.008117], [2.152397, 1.481683, -0.797446], [1.165264, 0.538259, -0.639305], [1.720885, 2.704666, -0.329842], [0.072689, 1.248295, -0.199701], [-0.215896, 3.300154, 0.358051], [-0.696832, 0.927814, 0.369907], [1.122418, -0.508140, -0.876521], [3.744480, 0.422504, -1.638817], [4.405246, 1.601483, -0.537998], [3.592089, 2.076653, -2.093951], [-0.129338, -1.979201, 1.589967], [-2.578504, -1.246971, 1.168339], [-1.301062, -1.544207, 0.746246], [-2.520854, -1.198734, -1.047097], [-3.312382, -1.029884, 0.041730], [-1.304360, -1.551619, -0.637406], [-3.136370, -1.115524, 2.081926], [-4.182359, -0.521818, 0.146209], [-0.368837, -2.928495, 2.063287], [-0.021846, -1.314442, 2.456231], [-2.987085, -1.513203, -1.963617], [0.740300, -1.817453, 0.961909]], "forces_ev_per_a": [[-0.87, -1.35, -2.20], [1.17, -0.79, -0.34], [0.45, 0.32, 1.90], [0.50, 0.56, -0.37], [-0.96, 0.47, -0.40], [-0.63, 0.84, 0.89], [-0.05, 0.08, 0.13], [-0.10, -0.66, -0.59], [-0.09, -0.02, -0.02], [0.21, 0.03, 0.08], [-0.32, 0.47, 0.54], [0.73, 0.16, 0.29], [-0.94, 1.38, 0.09], [0.07, 0.53, -0.16], [-0.95, -0.23, 0.09], [0.67, -1.29, 1.18], [-0.73, 0.58, 0.44], [-0.25, -0.06, -0.13], [0.65, -0.10, 0.40], [-0.04, -0.45, -0.67], [0.71, -0.49, -0.60], [0.00, 0.18, -0.23], [0.35, 0.78, -0.62], [0.40, -0.94, 0.29]], "nbo_charge": [-0.64, 0.16, 0.10, -0.12, -0.47, -0.53, 0.19, 0.42, 0.23, 0.20, 0.23, 0.22, -0.65, -0.12, 0.08, 0.14, -0.51, -0.46, 0.21, 0.41, 0.23, 0.22, 0.21, 0.24], "e_homo_ev": -8.282, "gap_ev": 8.862, "energy_ev": -14450.3381, "charge": 0, "de_lowest_kcal_mol": 28.0}



(2)
{"formula": "C8H12N4", "method": "ωB97M-V/def2-TZVPD", "symbols": ["C", "C", "C", "C", "N", "N", "H", "H", "H", "H", "H", "H", "C", "C", "C", "C", "N", "N", "H", "H", "H", "H", "H", "H"], "xyz": [[-1.253266, 1.415894, -3.154676], [-0.816816, 1.847232, -0.599726], [-0.374075, 1.567082, -1.945237], [1.494047, 1.779902, -0.742675], [0.302365, 2.056684, 0.054943], [0.973111, 1.458080, -1.987533], [-1.729180, 1.962485, -0.080705], [0.368254, 2.192186, 1.055975], [-2.159818, 0.837829, -2.801180], [-0.818497, 0.778227, -3.906428], [2.397199, 1.577188, -0.267478], [-1.671613, 2.390603, -3.545041], [-2.027969, -2.179686, 1.455721], [-0.686814, -1.728037, 1.286062], [-0.035035, -0.838634, 2.182950], [1.427181, -1.918689, 0.838261], [0.280732, -2.396790, 0.472986], [1.377763, -0.971287, 1.870169], [-2.888597, -1.434195, 1.482227], [-2.285736, -2.856545, 2.368403], [-0.346199, -0.274864, 3.033893], [2.460088, -2.232919, 0.699793], [2.036925, -0.640063, 2.549659], [-2.264133, -2.997130, 0.612845]], "forces_ev_per_a": [[-1.88, -0.15, 1.08], [1.10, -0.09, -3.40], [-0.77, 0.23, 1.60], [-7.06, -0.09, -1.77], [4.68, -0.65, 1.11], [1.64, 0.83, 2.13], [-0.96, 0.08, -0.10], [-0.14, -0.01, -0.25], [0.72, 0.62, -0.43], [0.38, 0.23, -0.41], [1.44, -0.02, 0.22], [0.83, -1.02, 0.19], [-4.73, -3.55, -0.91], [3.90, 1.64, 2.07], [1.75, -2.30, -2.76], [1.56, 1.02, 2.38], [-1.00, 1.11, 0.96], [-4.12, -0.32, -0.28], [1.37, -0.61, -0.38], [1.11, 1.30, -1.04], [-0.30, 0.24, 0.14], [-0.52, -0.38, -1.13], [0.65, -0.20, -0.46], [0.34, 2.09, 1.42]], "nbo_charge": [-0.64, -0.09, 0.10, 0.08, -0.49, -0.44, 0.21, 0.40, 0.21, 0.23, 0.20, 0.22, -0.66, 0.07, -0.12, 0.20, -0.44, -0.57, 0.23, 0.22, 0.21, 0.19, 0.42, 0.24], "e_homo_ev": -7.930, "gap_ev": 8.489, "energy_ev": -14449.0648, "charge": 0, "de_lowest_kcal_mol": 57.4}



(3)
{"formula": "C8H12N4", "method": "ωB97M-V/def2-TZVPD", "symbols": ["C", "C", "C", "C", "C", "C", "C", "C", "N", "N", "N", "N", "H", "H", "H", "H", "H", "H", "H", "H", "H", "H", "H", "H"], "xyz": [[2.730530, -0.976647, -0.974641], [-2.581778, 1.150935, -1.182379], [1.427927, -1.080726, -1.307224], [-1.239156, 1.259446, -1.307954], [2.789794, -0.006861, -0.010102], [-2.780253, -0.001705, -0.431835], [1.212245, 1.498417, 1.138858], [-1.434316, -1.672123, 0.776715], [0.689916, -0.212243, -0.581832], [-0.621262, 0.143798, -0.721476], [1.538485, 0.467927, 0.210803], [-1.678493, -0.569118, -0.131673], [3.553792, -1.481574, -1.462645], [-3.145376, 2.128475, -1.314845], [0.846078, -1.883211, -2.003903], [-0.644641, 2.025389, -1.891251], [3.668681, 0.558314, 0.324507], [-3.805671, -0.318930, -0.100159], [1.326825, 2.490098, 0.872512], [0.074936, 1.454776, 1.329309], [1.772201, 1.414939, 2.108824], [-2.349927, -2.048360, 1.015097], [-0.777963, -2.491809, 0.308787], [-1.010980, -1.281880, 1.620730]], "forces_ev_per_a": [[0.85, -0.65, -0.64], [0.52, 2.90, 0.24], [-3.11, -3.39, -2.80], [2.49, 0.24, -1.47], [-0.46, 1.92, -0.09], [-4.10, 0.88, 0.14], [-3.00, -0.76, 2.97], [2.23, -1.34, -3.02], [-0.94, 0.24, -0.11], [-1.43, 0.49, 0.07], [2.67, 0.24, 0.53], [2.83, -1.16, -0.04], [-0.11, -0.08, 0.29], [-0.10, -2.10, -0.24], [1.68, 2.38, 1.61], [-0.63, -1.09, 1.03], [-0.54, -0.55, 0.47], [1.47, -0.17, -0.09], [0.77, 1.90, -1.59], [1.77, -0.24, 0.15], [-0.63, -0.53, -0.96], [-2.52, -1.28, 0.60], [-1.06, 1.32, 0.64], [1.34, 0.82, 2.31]], "nbo_charge": [-0.29, -0.30, 0.06, 0.06, 0.11, 0.12, -0.45, -0.41, -0.01, -0.04, -0.11, -0.09, 0.31, 0.32, 0.30, 0.29, 0.29, 0.30, 0.26, 0.23, 0.28, 0.26, 0.25, 0.23], "e_homo_ev": -18.741, "gap_ev": 10.840, "energy_ev": -14430.1694, "charge": 2, "de_lowest_kcal_mol": 97.9}



(4)
{"formula": "C8H12N4", "method": "ωB97M-V/def2-TZVPD", "symbols": ["C", "C", "C", "C", "C", "C", "C", "C", "N", "N", "N", "N", "H", "H", "H", "H", "H", "H", "H", "H", "H", "H", "H", "H"], "xyz": [[-1.450483, -1.478805, -0.750445], [-0.714473, 0.666858, 0.514962], [-2.740653, -1.146313, -0.671928], [-2.128464, 0.847384, 0.371622], [-0.344751, -0.768470, -0.116170], [1.402879, 1.731108, 0.010004], [-0.040172, 2.290121, 0.212423], [1.849245, -0.757170, 0.357531], [2.005514, 0.636707, 0.112823], [-3.085955, 0.032810, -0.074816], [0.702834, -1.538191, 0.053763], [2.935853, -1.460839, -0.373485], [-1.002989, -2.507093, -1.040118], [-0.505986, 0.551599, 1.548675], [-3.446751, -1.866895, -1.171580], [-2.534712, 1.866810, 0.636529], [2.065964, 2.574151, 0.060424], [-0.591281, 2.783791, -0.502486], [0.030031, 2.627335, 1.262121], [2.080946, -0.744716, 1.415917], [-4.004086, 0.530622, -0.273030], [2.635810, -2.442936, -0.607302], [3.725957, -1.519836, 0.300700], [3.155727, -0.908032, -1.276130]], "forces_ev_per_a": [[1.34, -2.17, 0.69], [0.08, -0.26, -2.09], [0.35, -3.14, -1.96], [-3.40, 1.41, 0.40], [0.12, -0.56, 0.47], [-0.15, 1.96, 0.33], [2.05, -7.05, 2.90], [-0.47, 1.13, 1.05], [0.28, -0.41, -0.79], [0.39, 3.65, -0.02], [-2.00, 3.11, -0.89], [1.15, -0.12, -0.91], [-1.69, 1.76, -0.15], [0.25, 0.01, 1.29], [0.13, 1.40, 0.97], [0.42, -1.24, -0.06], [0.67, 0.54, -0.65], [-0.69, 1.33, -1.59], [-0.54, 0.73, -0.79], [0.16, -0.85, 0.52], [1.16, -1.30, 0.51], [0.25, 1.07, 0.16], [0.08, 0.14, -1.16], [0.06, -1.15, 1.75]], "nbo_charge": [-0.23, -0.42, 0.00, 0.31, 0.30, 0.21, -0.35, 0.20, -0.47, -0.44, -0.44, -0.69, 0.29, 0.31, 0.29, 0.25, 0.21, 0.26, 0.27, 0.24, 0.48, 0.48, 0.47, 0.48], "e_homo_ev": [-16.813, -16.813], "gap_ev": [7.930, 7.931], "energy_ev": -14430.0641, "charge": 2, "de_lowest_kcal_mol": 100.3}



(5)
{"formula": "C8H12N4O2", "method": "ωB97M-V/def2-TZVPD", "symbols": ["C", "C", "C", "C", "C", "C", "C", "C", "N", "N", "N", "N", "O", "O", "H", "H", "H", "H", "H", "H", "H", "H", "H", "H", "H", "H"], "xyz": [[0.336610, 2.011174, 1.266909], [0.282371, 0.778764, 0.735426], [1.419997, 0.114558, 1.168091], [-2.218752, -1.367711, -0.810602], [1.437393, 2.519770, 2.221178], [-1.595946, -0.726792, 0.467730], [2.558160, 1.487397, 2.554330], [0.894010, -1.478884, -2.805122], [2.385164, 0.419343, 1.762285], [0.008886, -1.455394, -1.777160], [-1.207632, -1.549751, -1.957534], [-3.368724, -1.634623, -1.118082], [-1.706356, -1.930407, -3.137071], [-0.775050, 0.299619, -0.037895], [-0.495010, 2.682406, 1.385510], [1.860387, 3.514522, 1.784186], [0.958470, 2.940969, 3.153158], [-2.453399, -0.353209, 1.126306], [-1.018725, -1.426025, 1.159993], [3.516654, 2.046919, 2.466618], [2.576359, 1.077229, 3.668915], [1.990399, -1.795513, -2.536799], [0.686186, -2.226362, -3.614350], [0.780776, -0.561238, -3.385149], [-4.220475, -1.444691, -0.588008], [-2.631752, -1.942070, -3.152863]], "forces_ev_per_a": [[1.18, 0.56, 2.43], [-3.71, 0.22, -1.83], [3.30, -0.50, 1.37], [0.84, 0.71, 1.48], [-0.69, 1.98, -0.62], [-0.55, -0.91, 1.01], [2.17, 3.11, 5.52], [3.48, -2.50, -3.44], [-2.36, -3.28, -3.96], [-2.79, 0.19, 2.27], [0.30, -0.92, 0.44], [-0.55, -0.09, -1.15], [3.77, 0.40, -0.59], [1.41, 1.45, 1.04], [-0.72, -0.05, -0.92], [-0.39, -1.86, 0.39], [0.22, -0.81, -0.84], [1.01, -0.22, -1.09], [-0.62, 0.39, -1.27], [-0.31, -1.06, -0.23], [-0.31, 1.14, -2.01], [-2.15, 1.41, 0.11], [-0.45, 0.27, 0.63], [0.43, 0.45, 0.19], [0.58, -0.18, 0.36], [-3.08, 0.11, 0.72]], "nbo_charge": [-0.01, 0.10, 0.58, 0.41, -0.48, -0.15, -0.28, -0.55, -0.16, 0.00, 0.26, -0.54, -0.45, -0.48, 0.29, 0.29, 0.29, 0.25, 0.23, 0.28, 0.28, 0.28, 0.28, 0.30, 0.44, 0.53], "e_homo_ev": -17.417, "gap_ev": 8.125, "energy_ev": -18520.8818, "charge": 2, "de_lowest_kcal_mol": 119.9}



(6)
{"formula": "C8H12NO", "method": "ωB97M-V/def2-TZVPD", "symbols": ["C", "C", "C", "C", "C", "C", "C", "C", "N", "O", "H", "H", "H", "H", "H", "H", "H", "H", "H", "H", "H", "H"], "xyz": [[-3.017256, -0.925329, 1.301551], [-1.854115, -1.460905, 0.785258], [-2.850402, 0.427829, 1.314484], [-0.958419, -0.342992, 0.553174], [0.311732, -0.524289, 0.016093], [1.155310, -1.701024, -0.191480], [2.521471, 0.760962, -0.646376], [0.462662, 2.041189, -0.911231], [1.171222, 0.811696, -0.478370], [-1.631832, 0.769117, 0.874886], [-3.942233, -1.473564, 1.281282], [-1.756661, -2.560227, 0.725572], [-3.434025, 1.179316, 1.749201], [1.594853, -2.043798, 0.688508], [1.906568, -1.299300, -0.976699], [0.631179, -2.586205, -0.572514], [2.992194, 0.465581, -1.643157], [2.932733, -0.030432, -0.012043], [3.049531, 1.699350, -0.584588], [0.846907, 2.158259, -1.887105], [0.486567, 2.889187, -0.343509], [-0.617985, 1.745579, -1.042938]], "forces_ev_per_a": [[-0.70, -0.21, -1.33], [1.17, 0.23, 0.30], [1.22, -0.74, 0.01], [-0.81, -3.89, -0.33], [3.52, 6.73, -1.70], [-0.12, 0.61, -2.95], [4.00, -1.89, -1.34], [-2.14, -4.29, -1.32], [-6.69, -3.15, 2.48], [0.01, 1.22, 0.34], [-0.19, 0.07, 0.92], [0.57, 0.96, -0.44], [-0.72, 1.17, 0.09], [1.16, -0.26, 1.64], [-1.06, -1.70, 1.40], [-0.17, 0.40, -0.17], [-1.36, -0.10, 0.19], [0.44, 0.82, 0.39], [-0.26, 0.59, 1.07], [0.34, 0.88, -1.20], [0.68, 2.00, 1.90], [1.12, 0.55, 0.07]], "nbo_charge": [-0.32, -0.11, 0.25, 0.11, 0.43, -0.72, -0.46, -0.40, -0.35, -0.35, 0.27, 0.26, 0.23, 0.27, 0.27, 0.28, 0.21, 0.22, 0.25, 0.22, 0.22, 0.21], "e_homo_ev": [-12.603, -12.604], "gap_ev": [7.031, 7.033], "energy_ev": -12017.7402, "charge": 1, "de_lowest_kcal_mol": 64.8}